# C19H20N2O8

An isolated molecule of C19H20N2O8 (ωB97M-V/def2-TZVPD, OMol25).

```
49
Properties=species:S:1:pos:R:3:lowdin_charge:R:1
C 0.6144 3.6190 1.1665 -0.06
C 1.8234 2.8160 0.6980 -0.36
C 2.8945 2.7947 1.7867 -0.06
C 1.4334 1.3670 0.3368 -0.19
N 2.5992 0.6249 -0.0800 0.12
C 2.8060 -0.6632 0.2816 -0.40
O 2.1289 -1.2520 1.1077 0.06
C 3.9610 -1.2907 -0.3744 -0.18
C 4.4740 -2.5539 -0.2225 0.01
C 5.5788 -2.6379 -1.0957 -0.05
C 5.6588 -1.4259 -1.7141 -0.10
O 4.6903 -0.6057 -1.2887 0.05
C 0.4135 1.3118 -0.7981 -0.44
O 0.7178 1.1216 -1.9472 0.13
O -0.8295 1.4915 -0.3640 0.01
C -1.8870 1.3165 -1.3050 -0.08
C -2.8894 0.3208 -0.7913 -0.08
C -4.2424 0.5676 -0.8878 0.06
C -5.1628 -0.3699 -0.4278 -0.15
N -6.5666 -0.1021 -0.5523 -0.37
O -7.3401 -0.9472 -0.1513 0.08
O -6.8984 0.9526 -1.0533 0.08
C -4.7389 -1.5514 0.1673 0.06
C -3.3889 -1.8118 0.2761 -0.10
C -2.4533 -0.8903 -0.2187 -0.14
O -1.1305 -1.1182 -0.1566 0.04
C -0.7157 -2.3619 0.3912 -0.18
O -1.5323 -2.8159 1.4063 -0.05
C -2.8511 -3.0454 0.9496 -0.13
H -0.1204 3.7311 0.3749 0.07
H 0.9310 4.6110 1.4801 0.08
H 0.1365 3.1265 2.0096 0.09
H 2.2392 3.2851 -0.2017 0.15
H 3.7659 2.2300 1.4661 0.07
H 3.2081 3.8086 2.0222 0.08
H 2.5018 2.3350 2.6904 0.09
H 1.0127 0.8582 1.2097 0.17
H 3.0872 0.9760 -0.8913 0.15
H 4.0972 -3.3091 0.4354 0.12
H 6.2232 -3.4796 -1.2434 0.10
H 6.3382 -1.0418 -2.4497 0.12
H -1.4485 0.9691 -2.2506 0.14
H -2.3669 2.2864 -1.4657 0.14
H -4.6087 1.4841 -1.3250 0.13
H -5.4705 -2.2521 0.5397 0.13
H -0.6635 -3.0918 -0.4390 0.15
H 0.2805 -2.1878 0.8114 0.12
H -2.8702 -3.9017 0.2549 0.14
H -3.4400 -3.2976 1.8332 0.14
```

Results
energy relative to the best compared isomer or geometry (same formula, charge and spin): 0.0 kcal per mole
total energy: -39385.1373 eV
SMILES string: CC(C)[C@H](NC(=O)c1ccco1)C(=O)OCc1cc([N+](=O)[O-])cc2c1OCOC2
E_HOMO: -9.2 eV
max |F|: 0.0256 Eh/bohr
spin multiplicity: 1